(1)
# C5H6N2O

An isolated molecule of C5H6N2O in a non-equilibrium geometry (ωB97M-V/def2-TZVPD, the Open Molecules 2025 dataset).

Structure (XYZ):
```
14
Properties=species:S:1:pos:R:3:mulliken_charge:R:1
N -0.158 0.351 -2.963 -0.428
C -0.694 0.687 -0.553 -0.685
H -1.255 1.601 -0.488 0.357
H 0.655 -1.685 2.530 0.282
H 0.459 -0.172 -3.562 0.267
H -0.103 1.262 2.105 0.285
C 0.456 -0.652 2.786 -0.654
O -0.042 -1.402 0.083 -0.215
C -0.156 -0.127 0.475 0.955
H 0.642 -0.350 3.806 0.275
C -0.172 0.009 -1.653 0.459
H -0.307 1.314 -3.204 0.219
C 0.138 0.237 1.843 -0.494
N 0.537 -1.074 -1.205 -0.621
```

## Properties
- E_HOMO (spin up / spin down) (eV) = -7.9 / -7.9
- spin multiplicity = 1
- lowest unoccupied orbital energy (spin up / spin down) (Ha) = -0.0045 / -0.0045
- E (eV) = -10306.0600
- SMILES = C=Cc1cc(N)no1
- max |F| (Eh/bohr) = 0.093
- frontier orbital gap (spin up / spin down) (eV) = 7.81 / 7.81



(2)
# CH3FN2OS

An isolated molecule of CH3FN2OS in a non-equilibrium geometry (ωB97M-V/def2-TZVPD, the Open Molecules 2025 dataset).

Structure (XYZ):
```
9
Properties=species:S:1:pos:R:3:mulliken_charge:R:1
N 1.281 0.922 0.619 -0.550
C 1.795 -0.087 0.171 0.716
S -0.598 -1.269 0.181 0.244
H 1.841 1.692 0.921 0.231
F 3.018 -0.214 -0.237 -0.217
O 1.183 -1.274 0.076 -0.432
N -1.038 -0.068 -0.568 -0.463
H -1.051 0.715 0.059 0.258
H -0.875 -2.059 -0.931 0.212
```

## Properties
- E_HOMO (eV) = -9.8
- spin multiplicity = 1
- lowest unoccupied orbital energy (Ha) = 0.0200
- E (eV) = -19663.3062
- max |F| (Eh/bohr) = 0.061
- frontier orbital gap (eV) = 10.33



(3)
# C6H12Cl2N2O

A cluster of 2 separate species, C6H12Cl2N2O in total in a non-equilibrium geometry (ωB97M-V/def2-TZVPD, the Open Molecules 2025 dataset).

Structure (XYZ):
```
23
Properties=species:S:1:pos:R:3:lowdin_spin:R:1
C 2.145 2.361 0.199 0.059
H 0.137 2.717 2.153 0.035
Cl -0.363 3.231 -0.590 0.089
N -0.436 -0.192 -0.067 0.108
C -0.639 -1.670 -0.317 0.052
H 2.764 2.489 1.084 0.011
H -0.276 -1.534 -2.366 0.002
H -1.935 -3.247 0.210 0.002
H -1.517 -2.243 1.644 0.000
H 0.606 1.009 2.044 0.004
H 2.565 1.550 -0.361 0.017
H -2.624 -1.524 0.434 0.000
Cl 0.880 -2.481 0.169 0.024
C 0.670 2.154 0.386 0.560
C -0.916 -2.093 -1.816 0.006
O 1.434 0.084 -1.356 0.483
H -0.598 -3.145 -1.887 0.002
H 2.210 3.216 -0.415 0.003
H -1.985 -2.072 -2.144 0.000
N 0.516 0.382 -0.558 0.454
H -0.936 1.441 1.424 0.006
C 0.033 1.757 1.594 0.079
C -1.737 -2.188 0.537 0.005
```

## Properties
- E_HOMO (spin up / spin down) (eV) = -5.8 / -10.5
- spin multiplicity = 3
- lowest unoccupied orbital energy (spin up / spin down) (Ha) = 0.0183 / -0.0922
- expectation value of S² = 2.010
- E (eV) = -36482.0231
- max |F| (Eh/bohr) = 0.113
- frontier orbital gap (spin up / spin down) (eV) = 6.34 / 8.03